Record 1
DFT (ωB97M-V with the def2-TZVPD basis set) results for C2H45ClNO25S2 as an isolated structure.

Structure (ORCA input):
```
! RIJCOSX wB97M-V def2-TZVPD def2/J DEFGRID3
* xyz -1 1
O 0.219 -1.516 2.532
S -1.175 -1.543 2.256
O -1.870 -0.341 2.595
Cl -1.979 -2.973 3.455
N -1.525 -1.943 0.760
S -0.437 -1.372 -0.288
O 0.714 -2.227 -0.344
O -1.122 -1.370 -1.550
C 0.045 0.311 0.019
C 1.471 0.589 -0.395
O 2.340 0.494 0.724
H -0.074 0.616 1.044
H -0.607 0.935 -0.570
H 1.496 1.615 -0.743
H 1.796 -0.083 -1.170
H 3.161 0.091 0.408
O 1.632 -4.000 -2.471
H 1.679 -3.775 -1.534
H 0.841 -3.536 -2.766
O -3.798 -2.706 -1.871
H -3.356 -3.539 -2.094
H -3.058 -2.134 -1.607
O 1.705 -1.907 5.260
H 1.677 -2.109 4.318
H 1.249 -1.059 5.318
O -4.883 -4.391 -4.054
H -4.185 -4.162 -4.676
H -4.821 -3.705 -3.375
O -1.988 0.082 5.469
H -2.012 -0.116 4.518
H -2.473 0.912 5.540
O -4.822 -4.446 0.424
H -5.245 -5.239 0.082
H -4.802 -3.839 -0.329
O 3.243 -3.598 0.815
H 3.190 -3.386 1.754
H 2.455 -3.172 0.454
O 3.688 0.972 -2.198
H 4.372 1.583 -2.488
H 3.476 0.457 -2.985
O -8.210 -4.708 -3.745
H -7.312 -4.371 -3.864
H -8.291 -5.390 -4.418
O 4.462 -6.173 1.524
H 5.303 -6.253 1.059
H 4.210 -5.246 1.401
O 5.148 -5.902 4.621
H 5.114 -6.080 3.672
H 4.684 -5.066 4.729
O 3.458 -6.688 -1.361
H 3.408 -6.554 -0.404
H 2.721 -6.175 -1.713
O 1.517 3.681 -2.214
H 0.696 4.039 -2.563
H 2.007 4.462 -1.940
O 0.324 5.974 -1.309
H 0.364 6.206 -0.375
H -0.436 6.467 -1.638
O -4.623 1.883 5.150
H -4.577 1.295 4.386
H -5.122 1.381 5.803
O 0.476 8.597 -2.305
H 1.227 8.114 -2.667
H 0.872 9.194 -1.657
O -1.661 -5.241 -2.527
H -1.283 -6.073 -2.829
H -0.898 -4.717 -2.260
O 2.052 9.807 0.210
H 2.387 9.038 0.682
H 2.467 10.555 0.651
O 0.858 10.862 -4.322
H 0.813 10.208 -5.026
H 0.404 10.436 -3.583
O 0.654 9.096 2.660
H 0.683 9.292 3.602
H -0.114 9.577 2.335
*
```

DFT total energy: -3295.5905 a.u.
lowest unoccupied orbital energy: 1.28 eV
gap between HOMO and LUMO: 8.270 eV
E_HOMO: -6.989 eV

Atomic partial charges in e from the Mulliken method, atoms 1 to 8: -0.409, 0.784, -0.654, -0.247, -0.356, 1.066, -0.540, -0.847


Record 2
DFT (ωB97M-V with the def2-TZVPD basis set) results for C34H21AsCl5NNdO2PS4 as an isolated structure.

Structure (ORCA input):
```
! RIJCOSX wB97M-V def2-TZVPD def2/J DEFGRID3
* xyz -2 4
Nd -18.365 -2.766 11.216
S -18.839 -7.886 11.471
As -18.526 -5.829 11.371
S -20.331 -4.557 12.035
S -16.965 -4.853 12.621
S -18.124 -5.048 9.441
O -16.961 0.340 14.023
C -17.389 0.241 12.867
O -17.919 -0.818 12.340
C -17.465 1.539 11.993
C -17.323 2.719 12.707
C -17.654 3.895 12.132
C -17.877 3.936 10.729
C -18.279 5.101 9.964
C -18.688 4.979 8.673
C -18.544 3.759 7.955
C -18.188 2.644 8.630
C -17.862 2.666 10.062
N -17.637 1.492 10.715
H -17.146 2.560 13.728
H -17.592 4.761 12.765
H -18.185 6.037 10.503
H -18.887 5.823 8.048
H -18.790 3.606 6.915
H -18.142 1.685 8.112
Cl -16.653 -1.879 7.439
C -18.319 -1.324 7.634
C -18.908 -1.549 8.871
C -20.089 -0.853 8.976
Cl -20.777 -0.930 10.648
C -20.602 0.054 8.048
Cl -21.982 1.016 8.413
C -19.975 0.185 6.805
Cl -20.534 1.328 5.627
C -18.842 -0.554 6.588
Cl -18.077 -0.413 5.083
C -12.505 -4.762 8.187
C -12.307 -3.384 8.205
C -12.939 -2.566 9.128
C -13.866 -3.109 10.071
C -14.114 -4.518 10.035
C -13.424 -5.265 9.114
P -14.878 -2.218 11.305
C -14.189 -0.542 11.101
C -14.550 0.109 9.930
C -14.076 1.405 9.702
C -13.422 2.045 10.733
C -13.289 1.467 11.987
C -13.577 0.128 12.147
C -14.097 -2.721 12.916
C -12.854 -3.379 13.000
C -12.427 -3.868 14.279
C -13.187 -3.663 15.417
C -14.384 -2.982 15.292
C -14.878 -2.563 14.067
H -11.897 -5.497 7.531
H -11.656 -2.930 7.474
H -12.666 -1.509 9.301
H -14.872 -4.900 10.696
H -13.654 -6.292 9.167
H -15.032 -0.359 9.094
H -14.253 1.865 8.756
H -12.993 3.042 10.650
H -12.694 2.046 12.711
H -13.351 -0.375 13.126
H -12.250 -3.526 12.132
H -11.389 -4.327 14.390
H -12.905 -3.985 16.441
H -15.043 -2.805 16.173
H -15.846 -2.125 13.971
*
```

relative energy (zero: lowest compared OMol25 entry of this formula, charge and spin): 26.8 kcal/mol
DFT total energy: -8545.9891 a.u.
lowest unoccupied orbital energy (spin up / spin down): 3.70 / 3.70 eV
gap between HOMO and LUMO (spin up / spin down): 5.759 / 5.769 eV
E_HOMO (spin up / spin down): -2.057 / -2.068 eV

Atomic partial charges in e from the Mulliken method, atoms 1 to 8: 0.937, -0.591, 0.347, -0.526, -0.421, -0.467, -0.724, 0.080


Record 3
DFT (ωB97M-V with the def2-TZVPD basis set) results for C22H24BiCl2F3N4O6PS as an isolated structure.

Structure (ORCA input):
```
! RIJCOSX wB97M-V def2-TZVPD def2/J DEFGRID3
* xyz 1 1
Bi -0.574 0.084 -0.473
C 5.604 4.438 -2.231
C 4.824 3.389 -1.487
C 3.736 3.745 -0.688
C 3.047 2.793 0.052
C 3.435 1.462 -0.015
C 4.507 1.081 -0.812
C 5.190 2.043 -1.547
S 2.673 0.248 1.037
O 2.955 -1.028 0.424
O 3.166 0.474 2.361
N 1.091 0.568 0.982
C 0.328 1.070 2.028
C 0.709 1.600 3.260
C -0.294 2.044 4.097
C -1.636 1.976 3.721
C -1.930 1.453 2.486
N -0.963 1.016 1.674
H 4.957 5.236 -2.595
H 6.148 4.013 -3.075
H 6.340 4.897 -1.569
H 3.430 4.783 -0.632
H 2.213 3.088 0.674
H 4.812 0.043 -0.838
H 6.042 1.749 -2.149
H 1.746 1.641 3.546
H -0.028 2.454 5.062
H -2.425 2.320 4.372
H -2.945 1.368 2.119
Cl -5.166 -4.428 2.211
C -3.662 -3.781 1.648
C -2.777 -3.211 2.563
C -1.583 -2.683 2.127
Cl -0.495 -1.985 3.279
C -1.200 -2.701 0.763
O -0.081 -2.153 0.364
C -2.119 -3.296 -0.134
C -1.825 -3.437 -1.558
O -0.778 -3.148 -2.115
C -3.338 -3.825 0.316
H -3.026 -3.184 3.614
H -2.645 -3.878 -2.152
H -4.020 -4.274 -0.395
N 2.477 1.511 -3.431
C 2.702 0.090 -3.852
P 1.300 -0.837 -3.084
O 0.100 -0.703 -3.922
O 1.311 -0.182 -1.694
C 1.890 -2.555 -2.788
N 1.844 -2.867 -1.334
H 2.649 1.604 -2.419
H 1.500 1.795 -3.571
H 3.087 2.163 -3.920
H 3.678 -0.207 -3.472
H 2.678 0.030 -4.937
H 2.913 -2.677 -3.143
H 1.235 -3.244 -3.316
H 0.863 -2.802 -0.946
H 2.375 -2.194 -0.749
H 2.185 -3.807 -1.150
F -1.683 2.796 -1.358
C -0.423 2.405 -1.046
F 0.329 2.681 -2.181
F 0.024 3.284 -0.122
*
```

relative energy (zero: lowest compared OMol25 entry of this formula, charge and spin): 5.0 kcal/mol
DFT total energy: -3697.2467 a.u.
lowest unoccupied orbital energy: -2.54 eV
gap between HOMO and LUMO: 7.942 eV
E_HOMO: -10.477 eV

Atomic partial charges in e from the Mulliken method, atoms 1 to 8: 1.558, -1.595, 1.002, -1.001, -0.229, -0.304, -0.184, -0.905


Record 4
DFT (ωB97M-V with the def2-TZVPD basis set) results for a 2-piece molecular cluster, C25H30O3 overall.

Structure (ORCA input):
```
! RIJCOSX wB97M-V def2-TZVPD def2/J DEFGRID3
* xyz 0 1
C 4.062 -2.812 2.014
C 3.350 -1.486 1.869
O 1.956 -1.772 1.582
C 1.077 -0.744 1.814
C -0.298 -1.217 1.516
C -1.361 -0.242 1.513
O -1.367 0.788 0.829
C -2.645 -0.524 2.313
C -3.541 -1.470 1.525
C -2.886 -2.803 1.162
C -1.846 -3.273 2.170
C -0.484 -2.590 2.086
O 1.407 0.341 2.245
H 5.145 -2.666 2.084
H 3.744 -3.315 2.936
H 3.859 -3.478 1.167
H 3.435 -0.902 2.796
H 3.758 -0.899 1.032
H -2.363 -0.916 3.301
H -3.163 0.438 2.445
H -4.442 -1.650 2.126
H -3.875 -0.957 0.612
H -3.678 -3.558 1.079
H -2.434 -2.733 0.168
H -2.218 -3.186 3.196
H -1.674 -4.342 2.010
H 0.200 -3.263 1.538
H -0.097 -2.546 3.133
C -2.683 -0.292 -5.597
C -1.798 -0.133 -4.392
C -1.306 -1.240 -3.662
C -0.565 -1.060 -2.494
C -0.247 0.247 -2.021
C 0.570 0.394 -0.865
C 1.049 1.677 -0.410
C 2.399 1.849 -0.025
C 2.883 3.081 0.417
C 2.030 4.200 0.509
C 2.529 5.516 1.040
C 0.691 4.047 0.129
C 0.212 2.830 -0.345
C -0.667 1.348 -2.827
C -1.439 1.155 -3.968
H -3.242 0.639 -5.755
H -2.143 -0.494 -6.533
H -3.395 -1.113 -5.456
H -1.494 -2.255 -4.018
H -0.135 -1.910 -1.958
H 1.039 -0.517 -0.498
H 3.072 1.000 -0.152
H 3.937 3.174 0.682
H 1.868 6.334 0.730
H 2.555 5.503 2.139
H 3.543 5.756 0.698
H 0.009 4.905 0.179
H -0.823 2.767 -0.672
H -0.313 2.345 -2.579
H -1.758 2.026 -4.556
*
```

DFT total energy: -1196.2473 a.u.
lowest unoccupied orbital energy: -1.73 eV
gap between HOMO and LUMO: 4.686 eV
E_HOMO: -6.416 eV

Atomic partial charges in e from the Mulliken method, atoms 1 to 8: -1.340, 0.108, -0.177, -0.318, 1.971, 0.213, -0.540, -1.134


Record 5
DFT (ωB97M-V with the def2-TZVPD basis set) results for C9H21BeCl2F2N4O11PS3 as an isolated structure.

Structure (ORCA input):
```
! RIJCOSX wB97M-V def2-TZVPD def2/J DEFGRID3
* xyz 0 1
C -1.868 3.946 -0.506
O -0.654 3.619 -1.151
C -0.860 2.987 -2.392
C 0.033 1.721 -2.411
C -0.246 0.856 -3.633
O 0.469 0.000 -4.069
O -1.516 1.053 -4.134
N -0.085 0.913 -1.188
C -1.372 0.375 -1.297
S -1.435 -1.369 -2.041
O -1.326 -2.397 -1.027
O -2.788 -1.448 -2.754
P 1.199 -0.258 -0.805
O 0.887 -0.682 0.748
Cl 2.812 0.895 -0.619
H -1.647 4.248 0.506
H -2.521 3.072 -0.479
H -2.344 4.759 -1.044
H -0.456 3.638 -3.158
H -1.900 2.754 -2.571
H 1.033 2.137 -2.482
H -2.039 1.042 -1.855
H -1.841 0.225 -0.329
H -0.538 -1.603 -3.047
H 0.067 -1.183 0.770
N -3.392 -1.179 1.731
H -3.154 -1.633 0.832
H -2.719 -1.468 2.450
H -3.356 -0.164 1.624
H -4.333 -1.456 2.016
Cl -0.062 -4.321 -1.361
N -1.530 -2.828 5.577
C -0.871 -1.622 5.514
C -1.294 -0.858 6.567
C -2.238 -1.630 7.298
C -2.360 -2.837 6.667
H -1.420 -3.586 4.930
H -0.161 -1.417 4.728
H -0.961 0.141 6.791
H -2.765 -1.331 8.187
H -2.962 -3.699 6.897
Be -2.527 0.136 -3.823
N 5.212 0.233 -4.777
S 4.576 0.758 -3.435
O 3.740 1.917 -3.540
O 5.377 0.645 -2.260
F 3.504 -0.410 -3.230
S 6.330 1.178 -5.371
O 6.641 0.846 -6.717
O 7.409 1.503 -4.501
F 5.561 2.569 -5.532
O 2.498 -2.742 4.786
H 2.539 -2.940 3.845
H 1.656 -3.104 5.073
*
```

relative energy (zero: lowest compared OMol25 entry of this formula, charge and spin): 0.0 kcal/mol
DFT total energy: -4072.7518 a.u.
lowest unoccupied orbital energy: -3.47 eV
gap between HOMO and LUMO: 3.717 eV
E_HOMO: -7.187 eV

Atomic partial charges in e from the Mulliken method, atoms 1 to 8: -0.633, -0.337, -0.969, 0.191, 0.582, -0.394, -0.046, 0.128


Record 6
DFT (ωB97M-V with the def2-TZVPD basis set) results for one molecule with the formula C4H8N2.

Structure (ORCA input):
```
! RIJCOSX wB97M-V def2-TZVPD def2/J DEFGRID3
* xyz 0 1
C 1.947 -0.123 -0.018
N 1.066 -1.247 0.289
C 0.679 -0.302 -0.766
C -0.469 0.640 -0.562
C -1.722 -0.020 0.274
N -0.768 0.869 0.824
H 2.892 -0.393 -0.486
H 2.008 0.691 0.703
H 0.545 -0.997 1.131
H 0.745 -0.705 -1.774
H -1.385 0.506 -1.202
H -1.647 -1.085 0.419
H -2.733 0.388 0.146
H -1.159 1.779 1.022
*
```

relative energy (zero: lowest compared OMol25 entry of this formula, charge and spin): 96.8 kcal/mol
DFT total energy: -266.5678 a.u.
lowest unoccupied orbital energy: 1.02 eV
gap between HOMO and LUMO: 9.526 eV
SMILES: C1N[C@H]1[C@H]1CN1
E_HOMO: -8.507 eV

Atomic partial charges in e from the Mulliken method, atoms 1 to 8: -0.527, -0.668, 0.141, -0.211, -0.559, -0.467, 0.263, 0.231


- Among the records above, which one has the highest DFT total energy?
  C4H8N2


- DFT total energy of number 2 (C34H21AsCl5NNdO2PS4)?
  -8545.9891 a.u.


- Among the records above, which one has the lowest DFT total energy?
  C34H21AsCl5NNdO2PS4